No. 1
# C38H38N2O3

A 2-piece molecular cluster, C38H38N2O3 overall in a non-equilibrium geometry (ωB97M-V/def2-TZVPD, the OMol25 dataset).

Geometry (Å):
C -5.915 -1.645 2.934
C -4.689 -2.300 2.778
C -3.503 -1.558 2.728
C -3.523 -0.163 2.904
C -2.284 0.715 2.794
C -1.048 0.022 2.541
C 0.227 0.668 2.383
C 1.464 -0.187 2.607
C 1.448 -1.594 2.595
C 2.640 -2.322 2.717
C 3.863 -1.654 2.817
C 3.895 -0.249 2.833
C 2.701 0.467 2.753
O 0.379 1.850 2.017
O -2.412 1.955 2.864
C -4.761 0.470 3.121
C -5.952 -0.250 3.096
H -6.845 -2.211 2.926
H -4.634 -3.387 2.688
H -2.564 -2.074 2.545
H -1.013 -1.029 2.789
H 0.510 -2.133 2.504
H 2.595 -3.414 2.736
H 4.795 -2.219 2.874
H 4.839 0.296 2.922
H 2.719 1.558 2.808
H -4.782 1.552 3.266
H -6.896 0.288 3.209
C 3.112 -2.516 -3.204
N 2.694 -1.381 -2.424
C 3.589 -0.610 -1.733
O 4.797 -0.813 -1.648
C 2.808 0.513 -1.057
C 3.107 1.911 -1.603
C 4.562 2.291 -1.456
C 5.326 2.552 -2.599
C 6.697 2.786 -2.486
C 7.292 2.811 -1.216
C 6.517 2.621 -0.064
C 5.144 2.374 -0.185
N 1.422 0.094 -1.304
C 0.387 0.794 -0.813
C -0.940 0.382 -0.893
C -1.948 0.936 -0.124
C -3.346 0.700 -0.380
C -4.335 1.580 0.132
C -5.679 1.371 -0.133
C -6.091 0.252 -0.867
C -7.544 -0.005 -1.080
C -5.132 -0.604 -1.412
C -3.783 -0.403 -1.164
C 1.292 -1.081 -2.168
C 0.586 -0.755 -3.494
C 0.616 -2.259 -1.448
H 4.199 -2.516 -3.253
H 2.751 -3.450 -2.755
H 2.693 -2.450 -4.214
H 2.998 0.481 0.035
H 2.805 1.941 -2.661
H 2.475 2.626 -1.058
H 4.834 2.531 -3.577
H 7.295 2.941 -3.388
H 8.365 2.978 -1.127
H 6.973 2.653 0.931
H 4.520 2.225 0.703
H 0.656 1.724 -0.309
H -1.201 -0.382 -1.624
H -1.666 1.687 0.612
H -4.016 2.418 0.750
H -6.429 2.052 0.260
H -7.678 -0.887 -1.719
H -8.060 -0.188 -0.125
H -8.042 0.855 -1.552
H -5.452 -1.452 -2.019
H -3.055 -1.119 -1.548
H 1.178 -0.014 -4.047
H 0.493 -1.673 -4.085
H -0.410 -0.342 -3.324
H 1.177 -2.492 -0.531
H -0.414 -2.016 -1.175
H 0.610 -3.123 -2.124

Computed properties:
Electronic energy: -49144.5663 eV
Relative energy (zero: lowest compared OMol25 entry of this formula, charge and spin): 0.0 kcal/mol
Strongest force on any atom: 1.838 eV/Å
HOMO-LUMO gap: 5.66 eV
LUMO level: -1.36 eV

No. 2
# C38H38N7O3S2V

C38H38N7O3S2V as an isolated structure in a non-equilibrium geometry (ωB97M-V/def2-TZVPD, the OMol25 dataset).

Geometry (Å):
V 0.031 0.046 0.021
C 4.435 2.197 2.001
N 3.111 2.769 1.993
C 2.808 4.094 1.786
C 1.471 4.207 1.764
N 0.945 2.935 1.950
C 1.977 2.035 2.036
S 1.914 0.374 2.244
C -0.423 2.677 2.057
C -1.252 3.672 2.576
C -2.607 3.427 2.669
C -3.096 2.187 2.278
C -2.197 1.255 1.806
N -0.887 1.489 1.679
H 5.161 3.006 2.026
H 4.576 1.601 1.103
H 4.558 1.562 2.877
H 3.572 4.840 1.670
H 0.849 5.068 1.611
H -0.835 4.605 2.928
H -3.269 4.183 3.065
H -4.146 1.947 2.352
H -2.529 0.263 1.521
O 2.338 1.833 -0.737
S 2.440 0.899 -1.836
O 2.243 1.432 -3.162
N 1.426 -0.298 -1.503
C 1.059 -1.167 -2.501
C 1.835 -1.573 -3.574
C 1.346 -2.483 -4.518
C 0.086 -3.012 -4.421
C -0.745 -2.628 -3.349
C -2.059 -3.111 -3.173
C -2.806 -2.676 -2.110
C -2.237 -1.756 -1.217
N -1.014 -1.285 -1.346
C -0.258 -1.701 -2.392
C 4.071 0.183 -1.776
C 4.343 -0.746 -0.783
C 5.614 -1.289 -0.688
C 6.601 -0.900 -1.584
C 6.317 0.027 -2.578
C 5.045 0.572 -2.679
H 2.834 -1.182 -3.698
H 1.991 -2.768 -5.337
H -0.286 -3.718 -5.152
H -2.459 -3.821 -3.886
H -3.817 -3.021 -1.947
H -2.807 -1.403 -0.365
H 3.560 -1.028 -0.088
H 5.834 -2.015 0.082
H 7.592 -1.326 -1.511
H 7.086 0.323 -3.278
H 4.797 1.286 -3.453
N -0.623 1.665 -1.228
C -1.009 2.304 -2.112
N -1.367 3.009 -3.141
C -2.736 3.479 -3.330
C -3.199 3.158 -4.746
C -2.211 3.713 -5.769
C -0.807 3.168 -5.516
C -0.353 3.480 -4.096
H -2.762 4.562 -3.163
H -3.371 3.005 -2.581
H -4.195 3.574 -4.902
H -3.276 2.073 -4.856
H -2.197 4.805 -5.705
H -2.538 3.461 -6.779
H -0.094 3.600 -6.219
H -0.792 2.086 -5.663
H -0.235 4.561 -3.962
H 0.591 2.990 -3.856
C 0.241 -3.677 0.717
C -0.415 -2.629 1.572
O -0.261 -1.437 1.299
C -1.243 -3.019 2.725
C -1.539 -2.049 3.688
C -2.319 -2.376 4.781
C -2.818 -3.665 4.918
C -2.523 -4.635 3.969
C -1.729 -4.319 2.880
H 0.959 -3.199 0.052
H -0.519 -4.178 0.112
H 0.732 -4.433 1.328
H -1.122 -1.057 3.578
H -2.534 -1.631 5.535
H -3.430 -3.917 5.774
H -2.909 -5.638 4.085
H -1.497 -5.080 2.148

Computed properties:
Expectation value of S²: 3.760
Electronic energy: -103952.3646 eV
2S+1: 4
Relative energy (zero: lowest compared OMol25 entry of this formula, charge and spin): 18.7 kcal/mol
Strongest force on any atom: 1.481 eV/Å
Net charge: +1
HOMO-LUMO gap (spin up / spin down): 6.77 / 7.27 eV
LUMO level (spin up / spin down): -2.46 / -2.60 eV